{
  "formula": "C21H45IrN2OP3S",
  "method": "ωB97M-V/def2-TZVPD",
  "species": ["Ir", "P", "P", "P", "H", "C", "C", "H", "C", "C", "C", "C", "C", "C", "C", "C", "C", "H", "H", "H", "H", "H", "H", "H", "H", "H", "H", "H", "H", "H", "H", "H", "H", "H", "H", "H", "H", "H", "H", "H", "H", "H", "H", "H", "H", "H", "C", "C", "C", "C", "C", "C", "O", "H", "H", "H", "H", "H", "H", "S", "C", "N", "C", "C", "C", "N", "H", "H", "H", "H", "H", "H", "H", "H"],
  "coordinates": [[-1.1577, 0.8367, 0.3096], [-2.1677, -1.1839, 0.3526], [0.5093, -0.0918, 1.5506], [2.6560, -2.7694, -2.9245], [-2.0087, 0.7705, -1.1717], [-0.8918, 1.3882, -1.6506], [-1.6978, 1.4764, -2.9289], [-2.6076, 0.8586, -2.9383], [-3.8045, -0.9216, 1.0645], [-1.5541, -2.6348, 1.2909], [-2.3067, -2.0302, -1.2640], [1.8885, 1.0423, 1.7437], [-0.0604, -0.4772, 3.2843], [1.4908, -1.6026, 1.1861], [2.0427, -2.8028, -4.6061], [1.9396, -3.8509, -1.6752], [4.2463, -2.0695, -2.4957], [-0.6038, 2.4374, -1.3790], [-1.9812, 2.5032, -3.1552], [-4.1668, 0.0827, 0.8557], [-3.7745, -1.0515, 2.1465], [-4.4936, -1.6480, 0.6370], [-1.3058, -2.4393, 2.3342], [-0.6957, -3.0985, 0.8017], [-2.3656, -3.3640, 1.2531], [-2.1074, -1.3707, -2.1119], [-3.3214, -2.4462, -1.3259], [-1.5757, -2.8442, -1.2972], [2.6498, 0.5254, 2.3262], [1.5945, 1.9553, 2.2521], [2.2887, 1.2569, 0.7527], [0.4390, -1.3983, 3.6118], [-1.1487, -0.6170, 3.3597], [0.2327, 0.3344, 3.9636], [2.0058, -1.4985, 0.2311], [0.9112, -2.5262, 1.1798], [2.2319, -1.6934, 1.9891], [2.5815, -3.4983, -5.2501], [2.1573, -1.7725, -4.9763], [0.9650, -3.0047, -4.6012], [1.8587, -4.8971, -1.9954], [0.9533, -3.4496, -1.4344], [2.5479, -3.8459, -0.7624], [5.0987, -2.4825, -3.0460], [4.4437, -2.1551, -1.4212], [4.1564, -1.0018, -2.7289], [0.3978, 0.6286, -2.6651], [1.6712, 1.4212, -2.7093], [2.0037, 2.2596, -3.7312], [1.0556, 2.6394, -4.7111], [-0.1379, 2.0100, -4.8038], [-0.5691, 0.9586, -3.8380], [0.6147, -0.6674, -2.4317], [1.8981, -1.5461, -2.8503], [2.4109, 1.0494, -1.9921], [3.0196, 2.6656, -3.7883], [1.3282, 3.4174, -5.4123], [-0.8692, 2.3717, -5.5313], [-0.8568, 0.0335, -4.3650], [-1.4687, 2.8606, 1.3139], [-1.2591, 2.4682, 2.9726], [-2.2126, 1.9037, 3.7383], [-2.1629, 1.9535, 5.1843], [-1.3950, 3.1829, 5.6410], [-0.0168, 3.0906, 5.0012], [-0.1302, 2.8999, 3.5561], [-3.0569, 1.5867, 3.2643], [-1.6339, 1.0783, 5.5784], [-3.1803, 1.9277, 5.5713], [-1.2652, 3.1610, 6.7304], [-1.9052, 4.1300, 5.3997], [0.4900, 2.2149, 5.4278], [0.6186, 3.9664, 5.1681], [0.5193, 3.4041, 2.9457]],
  "lowdin_spin": [1.528, 0.172, 0.199, 0.013, 0.069, 0.369, 0.067, 0.009, 0.053, 0.019, 0.030, 0.034, 0.045, 0.031, 0.001, 0.002, 0.001, 0.031, 0.005, 0.006, 0.000, 0.008, 0.001, 0.000, 0.004, 0.002, 0.004, 0.001, 0.006, 0.000, 0.002, 0.005, 0.003, 0.001, 0.000, 0.000, 0.005, 0.000, 0.000, 0.000, 0.000, 0.000, 0.000, 0.000, 0.000, 0.000, 0.096, 0.140, 0.089, 0.083, 0.150, 0.064, 0.133, 0.003, 0.006, 0.002, 0.001, 0.006, 0.014, 0.346, 0.068, 0.030, 0.003, 0.001, 0.004, 0.026, 0.002, 0.001, 0.000, 0.000, 0.000, 0.001, 0.000, 0.002],
  "s2": 6.02,
  "de_lowest_kcal_mol": 103.2,
  "homo_energy_ha": [-0.5367, -0.5829],
  "total_energy_ha": -2537.3324,
  "molar_mass_g_mol": 658.81,
  "orbital_gap_ev": [6.88, 4.65],
  "multiplicity": 5,
  "total_charge": 3
}

=====

{
  "formula": "H20Na4O14S",
  "method": "ωB97M-V/def2-TZVPD",
  "species": ["Na", "Na", "Na", "Na", "S", "O", "O", "O", "O", "O", "H", "H", "O", "H", "H", "O", "H", "H", "O", "H", "H", "O", "H", "H", "O", "H", "H", "O", "H", "H", "O", "H", "H", "O", "H", "H", "O", "H", "H"],
  "coordinates": [[-1.5035, -4.0046, 1.0665], [-2.6471, -2.0396, -1.1399], [1.8719, -1.8467, -2.6725], [-1.4352, -0.9854, 3.0973], [-0.2229, -0.6968, -0.2188], [1.1647, -1.0975, -0.5088], [-0.9644, -0.4470, -1.4460], [-0.9957, -1.6698, 0.5761], [-0.1751, 0.5187, 0.5659], [-2.7252, 1.7382, -0.1022], [-1.8706, 1.3241, 0.0742], [-3.3361, 1.0210, -0.2790], [2.8387, 1.0488, 0.0045], [3.1797, 0.8001, 0.8697], [2.1272, 0.4215, -0.1658], [1.0588, -1.7039, 2.6637], [1.4289, -2.5877, 2.5464], [1.1360, -1.3036, 1.7933], [-1.2156, 3.8045, 1.0695], [-0.4704, 3.2353, 1.2388], [-1.8700, 3.2595, 0.6048], [-0.3217, 1.6121, -3.3366], [0.4711, 2.1028, -3.0534], [-0.6481, 1.2063, -2.5354], [-0.5776, -1.6216, -3.7624], [-1.2526, -1.2024, -4.3104], [-0.6705, -1.1891, -2.9003], [1.5824, 2.9776, -1.6490], [1.5917, 2.2917, -0.9708], [2.5096, 3.0941, -1.8849], [-3.4993, -1.8490, 2.3847], [-4.3776, -1.4453, 2.4819], [-3.5890, -2.4259, 1.6264], [3.3565, -2.2516, 0.4436], [4.1053, -2.1463, -0.1558], [2.5668, -1.9726, -0.0572], [1.0241, 1.6677, 2.8756], [0.5120, 1.1940, 2.2097], [1.8428, 1.1686, 2.9566]],
  "mulliken_charge": [0.977, 0.938, 0.907, 0.926, 0.815, -0.760, -0.944, -0.637, -0.422, -0.699, 0.372, 0.245, -0.669, 0.304, 0.346, -0.539, 0.324, 0.203, -0.656, 0.254, 0.399, -0.645, 0.392, 0.314, -0.694, 0.332, 0.456, -0.686, 0.380, 0.313, -0.529, 0.338, 0.203, -0.591, 0.314, 0.421, -0.603, 0.301, 0.303],
  "homo_energy_ha": -0.5260,
  "total_energy_ha": -2112.3759,
  "molar_mass_g_mol": 368.17,
  "orbital_gap_ev": 5.01,
  "total_charge": 2
}

=====

{
  "formula": "C17H47ClNO11",
  "method": "ωB97M-V/def2-TZVPD",
  "species": ["Cl", "O", "O", "O", "O", "C", "C", "C", "C", "C", "C", "N", "O", "C", "C", "C", "H", "H", "H", "H", "H", "H", "H", "H", "H", "H", "H", "H", "H", "H", "H", "H", "H", "H", "H", "C", "C", "O", "H", "H", "H", "H", "H", "H", "C", "C", "O", "H", "H", "H", "H", "H", "H", "C", "O", "H", "H", "H", "H", "C", "O", "H", "H", "H", "H", "C", "O", "H", "H", "H", "H", "C", "O", "H", "H", "H", "H"],
  "coordinates": [[-0.3263, 1.2240, 1.6254], [-0.6776, 2.3875, 0.9166], [1.0955, 1.0502, 1.7177], [-0.9160, 1.3076, 2.9268], [-0.8172, 0.1029, 0.8675], [1.5952, -4.4137, -2.8540], [0.1923, -3.7940, -2.4700], [0.0521, -4.2036, -0.9852], [-0.9364, -3.4454, -0.1231], [-0.6674, -1.9560, -0.3270], [-0.6258, -1.4643, -1.8290], [0.3243, -2.3368, -2.5415], [0.7187, -1.8252, -3.7719], [-2.0653, -1.3966, -2.2767], [-0.1107, 0.0172, -1.7182], [-0.8807, -4.3733, -3.3048], [1.6137, -5.4676, -2.5763], [2.4640, -3.9178, -2.4211], [1.8559, -4.3874, -3.9120], [-0.2242, -5.2573, -0.9466], [1.0503, -4.2032, -0.5473], [-0.7530, -3.7528, 0.9065], [-1.9288, -3.7123, -0.4862], [0.2682, -1.6998, 0.1702], [-1.3367, -1.4181, 0.3445], [-2.2627, -1.1251, -3.3137], [-2.6835, -2.2678, -2.0601], [-2.5819, -0.6802, -1.6380], [0.9776, 0.0654, -1.7554], [-0.4509, 0.4529, -2.6576], [-0.4770, 0.7145, -0.9649], [-0.9989, -5.4552, -3.2433], [-0.8169, -4.1477, -4.3692], [-1.8330, -3.9892, -2.9392], [1.6656, -1.6782, -3.7133], [-2.3981, 1.1512, -2.6117], [-2.9637, 2.1766, -1.6474], [-2.0019, 3.0652, -1.1028], [-1.3488, 1.2970, -2.8685], [-2.9250, 1.1346, -3.5657], [-2.5371, 0.1468, -2.2117], [-3.5574, 1.6548, -0.8967], [-3.7476, 2.7382, -2.1556], [-1.5025, 2.6280, -0.4092], [2.5536, 2.7253, -2.1473], [1.6620, 2.0271, -1.0837], [2.1554, 0.6937, -0.6441], [3.4932, 3.1389, -1.7808], [1.9824, 3.4285, -2.7534], [2.7515, 1.9393, -2.8761], [0.7369, 1.7090, -1.5644], [1.3249, 2.7075, -0.3017], [1.4628, 0.4376, -0.0306], [0.7341, -1.3417, 3.3113], [1.9597, -0.8203, 2.9754], [-0.1220, -0.7834, 2.9325], [0.6727, -2.3943, 3.0350], [0.5469, -1.3136, 4.3847], [1.7456, 0.0735, 2.6978], [-0.1290, 2.0139, 4.9558], [0.2763, 3.2574, 5.6084], [-0.5076, 1.2321, 5.6142], [-0.9283, 2.2658, 4.2589], [0.6445, 1.5067, 4.3791], [1.0603, 3.5956, 5.1697], [3.5596, 1.1246, 2.8356], [4.2710, 0.5361, 3.9156], [3.6158, 2.1911, 2.6175], [3.9147, 0.6322, 1.9304], [2.4880, 0.9249, 2.8324], [4.0296, 0.9917, 4.7254], [-2.1870, 4.4412, 2.4521], [-2.1512, 4.5847, 1.1030], [-2.7481, 5.3575, 2.6358], [-2.7821, 3.5928, 2.7901], [-1.2160, 4.5065, 2.9430], [-1.3909, 4.0724, 0.8182]],
  "mulliken_charge": [0.930, -0.379, -0.701, -0.755, -0.558, -2.040, 1.766, -1.374, -0.895, -1.529, 1.796, 0.676, -0.515, -2.019, -4.716, -1.678, 0.413, 0.429, 0.381, 0.459, 0.461, 0.363, 0.391, 0.526, 0.516, 0.464, 0.434, 0.267, 1.596, 1.207, 0.826, 0.418, 0.311, 0.355, 0.348, 0.099, -0.730, -0.597, 0.439, 0.619, -0.564, 0.289, 0.460, 0.447, -1.571, 1.159, -0.610, 0.364, 0.366, 0.365, -0.143, 0.150, 0.146, -0.538, -0.533, 0.033, 0.295, 0.293, 0.025, 0.267, -0.568, 0.290, 0.149, -0.402, 0.306, -0.362, -0.520, 0.370, 0.247, 0.512, 0.319, -0.568, -0.542, 0.343, 0.192, 0.205, 0.324],
  "de_lowest_kcal_mol": 234.6,
  "homo_energy_ha": -0.2154,
  "total_energy_ha": -2017.8611,
  "molar_mass_g_mol": 477.01,
  "orbital_gap_ev": 8.51,
  "total_charge": -1
}